# 1
Below is an isolated molecule of C23H27N3O6S2 in a non-equilibrium geometry, with properties calculated with ωB97M-V/def2-TZVPD.

Structure (ORCA input):
```
! RIJCOSX wB97M-V def2-TZVPD def2/J DEFGRID3
* xyz 0 1
C 5.517 -2.417 0.218
C 4.675 -1.982 1.412
C 3.194 -2.341 1.259
C 2.511 -1.573 0.135
N 2.497 -2.023 2.501
S 0.943 -2.611 2.665
O 0.735 -2.828 4.068
O 0.698 -3.701 1.764
C -0.082 -1.222 2.176
C -1.358 -1.488 1.721
C -2.179 -0.430 1.365
C -1.700 0.863 1.457
S -2.769 2.204 0.899
O -3.977 1.613 0.395
O -2.843 3.178 1.943
N -2.046 2.940 -0.407
C -2.160 2.220 -1.658
C -1.481 0.856 -1.540
O -0.287 0.763 -1.330
N -2.340 -0.185 -1.645
C -2.067 -1.554 -1.478
C -0.780 -2.073 -1.547
C -0.574 -3.426 -1.343
C -1.640 -4.269 -1.084
C -2.927 -3.756 -1.043
C -3.143 -2.406 -1.240
C -0.817 3.676 -0.162
C -0.676 4.806 -1.126
C 0.029 4.909 -2.292
C -0.243 6.199 -2.806
C -1.095 6.778 -1.918
O -1.361 5.944 -0.902
C -0.439 1.129 1.959
C 0.378 0.072 2.326
H 6.569 -2.230 0.419
H 5.241 -1.868 -0.677
H 5.386 -3.479 0.028
H 5.059 -2.471 2.311
H 4.762 -0.903 1.555
H 3.099 -3.419 1.055
H 2.960 -1.823 -0.821
H 2.593 -0.501 0.298
H 1.460 -1.841 0.106
H 3.022 -2.256 3.332
H -1.684 -2.512 1.637
H -3.188 -0.586 1.020
H -3.223 2.130 -1.885
H -1.667 2.811 -2.434
H -3.326 0.044 -1.655
H 0.047 -1.415 -1.752
H 0.427 -3.824 -1.381
H -1.470 -5.321 -0.916
H -3.766 -4.408 -0.852
H -4.146 -2.003 -1.204
H -0.917 4.070 0.851
H 0.056 3.017 -0.244
H 0.670 4.164 -2.718
H 0.144 6.629 -3.707
H -1.560 7.744 -1.897
H -0.110 2.148 2.075
H 1.370 0.236 2.714
*
```

Orbital gap ... 9.0 eV
M ... 505.618 u
SMILES ... CC[C@H](C)NS(=O)(=O)c1ccc(S(=O)(=O)N(CC(=O)Nc2ccccc2)Cc2ccco2)cc1
Energy above the lowest of the compared OMol25 structures with the same formula, charge and spin ... 127.4 kJ/mol


# 2
Below is an isolated molecule of C23H27N5O2S in a non-equilibrium geometry, with properties calculated with ωB97M-V/def2-TZVPD.

Structure (ORCA input):
```
! RIJCOSX wB97M-V def2-TZVPD def2/J DEFGRID3
* xyz 0 1
C 1.954 4.318 -2.752
C 1.472 4.487 -1.309
C 2.560 5.118 -0.439
C 1.029 3.161 -0.743
C 1.930 2.120 -0.557
C 1.518 0.904 -0.050
C 0.186 0.710 0.291
N -0.248 -0.543 0.793
C 0.182 -1.057 1.968
O -0.158 -2.147 2.389
C 1.091 -0.180 2.754
C 2.123 -0.633 3.545
S 2.833 0.708 4.314
N 1.747 1.740 3.589
N 0.937 1.158 2.835
C -1.242 -1.296 0.036
C -1.357 -0.718 -1.390
O -0.390 -0.620 -2.114
N -2.612 -0.389 -1.736
C -3.008 0.137 -3.048
C -2.657 -0.887 -4.129
C -2.276 1.457 -3.300
C -4.518 0.366 -3.003
C -0.844 -2.739 -0.144
C 0.435 -3.078 -0.570
C 0.738 -4.413 -0.773
C -0.256 -5.355 -0.556
N -1.479 -5.041 -0.168
C -1.761 -3.768 0.035
C -0.725 1.739 0.108
C -0.301 2.950 -0.404
H 2.220 5.284 -3.176
H 2.827 3.672 -2.793
H 1.171 3.874 -3.363
H 0.608 5.160 -1.315
H 3.467 4.519 -0.455
H 2.221 5.199 0.591
H 2.802 6.114 -0.805
H 2.969 2.252 -0.819
H 2.225 0.098 0.080
H 2.461 -1.638 3.684
H -2.205 -1.253 0.564
H -3.356 -0.532 -1.072
H -2.963 -0.520 -5.105
H -1.585 -1.058 -4.138
H -3.160 -1.832 -3.935
H -2.534 2.186 -2.536
H -2.549 1.855 -4.273
H -1.203 1.293 -3.274
H -4.775 1.080 -2.223
H -5.043 -0.568 -2.815
H -4.860 0.764 -3.954
H 1.168 -2.306 -0.748
H 1.722 -4.714 -1.097
H -0.070 -6.412 -0.702
H -2.773 -3.561 0.363
H -1.760 1.595 0.380
H -1.017 3.749 -0.537
*
```

Orbital gap ... 8.8 eV
M ... 437.569 u
SMILES ... CC(C)c1ccc(N(C(=O)c2csnn2)[C@@H](C(=O)NC(C)(C)C)c2cccnc2)cc1
Energy above the lowest of the compared OMol25 structures with the same formula, charge and spin ... 217.4 kJ/mol


# 3
Below is an isolated molecule of C23H27N7O3 in a non-equilibrium geometry, with properties calculated with ωB97M-V/def2-TZVPD.

Structure (ORCA input):
```
! RIJCOSX wB97M-V def2-TZVPD def2/J DEFGRID3
* xyz 0 1
C 6.160 -1.632 -2.878
C 4.775 -1.343 -2.324
O 4.856 -0.152 -1.563
C 3.737 0.325 -0.967
C 3.906 1.515 -0.236
C 2.850 2.102 0.413
C 1.581 1.519 0.355
N 0.504 2.081 0.988
C -0.782 1.596 0.970
O -1.676 2.202 1.539
C -0.956 0.353 0.222
C -2.370 -0.208 0.205
C -2.672 -0.638 -1.189
N -2.323 -1.744 -1.807
N -2.755 -1.636 -3.057
N -3.335 -0.530 -3.249
N -3.315 0.145 -2.096
C -3.824 1.482 -1.984
C -2.713 2.454 -1.728
C -1.415 2.472 -2.146
C -0.836 3.627 -1.565
C -1.826 4.217 -0.844
O -2.963 3.514 -0.937
N -2.683 -1.248 1.166
C -1.993 -2.519 1.091
C -0.696 -2.585 1.905
N -0.959 -2.215 3.285
C 0.219 -2.349 4.109
C -1.502 -0.870 3.332
C -2.813 -0.817 2.542
C 0.084 -0.226 -0.419
C 1.398 0.331 -0.371
C 2.486 -0.259 -1.029
H 6.869 -1.751 -2.063
H 6.489 -0.808 -3.505
H 6.138 -2.544 -3.468
H 4.439 -2.173 -1.687
H 4.056 -1.216 -3.145
H 4.891 1.951 -0.203
H 2.992 3.016 0.971
H 0.638 2.950 1.490
H -3.032 0.632 0.456
H -4.553 1.547 -1.170
H -4.329 1.695 -2.933
H -0.932 1.760 -2.783
H 0.176 3.960 -1.676
H -1.847 5.102 -0.240
H -1.801 -2.757 0.045
H -2.683 -3.266 1.499
H -0.323 -3.612 1.889
H 0.078 -1.933 1.461
H 0.561 -3.382 4.076
H -0.035 -2.098 5.138
H 1.046 -1.695 3.782
H -1.703 -0.611 4.374
H -0.786 -0.131 2.928
H -3.213 0.197 2.573
H -3.525 -1.498 3.021
H -0.069 -1.132 -0.989
H 2.311 -1.170 -1.577
*
```

Orbital gap ... 8.0 eV
M ... 449.515 u
SMILES ... CCOc1ccc2[nH]c(=O)c([C@@H](c3nnnn3Cc3ccco3)N3CCN(C)CC3)cc2c1
Energy above the lowest of the compared OMol25 structures with the same formula, charge and spin ... 327.1 kJ/mol


# 4
Below is a cluster of 4 separate species, C23H28B3F24NO8S in total in a non-equilibrium geometry, with properties calculated with ωB97M-V/def2-TZVPD.

Structure (ORCA input):
```
! RIJCOSX wB97M-V def2-TZVPD def2/J DEFGRID3
* xyz 0 1
C 0.965 -2.620 -1.178
C 1.401 -4.123 -0.813
O 2.305 -4.580 -1.849
C 2.203 -6.024 -1.917
C 0.947 -6.362 -2.894
O 1.351 -5.941 -4.217
C 0.646 -4.762 -4.662
B 0.991 -4.617 -6.264
O 0.955 -5.755 -7.177
B 2.379 -5.992 -7.430
C 2.962 -7.444 -7.024
C 4.459 -7.438 -6.450
O 3.133 -4.893 -7.978
B 2.666 -3.616 -7.518
N 3.578 -2.422 -7.778
C 4.209 -2.201 -6.683
S 5.232 -1.725 -5.462
O 1.401 -3.358 -6.876
H -0.140 -2.394 -0.900
H 1.663 -1.926 -0.585
H 1.082 -2.366 -2.287
H 1.982 -4.114 0.166
H 0.461 -4.757 -0.700
H 2.125 -6.544 -0.907
H 3.127 -6.379 -2.507
H -0.030 -5.910 -2.529
H 0.909 -7.515 -2.926
H 0.976 -3.804 -4.108
H -0.491 -4.814 -4.565
H 2.289 -7.853 -6.185
H 2.871 -8.200 -7.892
H 4.513 -7.214 -5.322
H 4.860 -8.514 -6.563
H 5.183 -6.764 -7.009
F -1.336 1.808 0.235
C -1.740 3.077 0.032
F -1.730 3.676 1.249
C -3.135 3.155 -0.589
F -4.065 2.626 0.242
F -3.455 4.477 -0.716
C -3.289 2.521 -1.987
O -3.839 1.198 -2.040
C -2.946 0.117 -1.879
F -1.677 0.567 -1.896
F -3.084 -0.646 -2.986
C -3.264 -0.724 -0.639
F -3.190 0.008 0.493
F -2.376 -1.739 -0.507
H -0.998 3.583 -0.593
H -4.027 3.133 -2.514
H -2.380 2.608 -2.588
H -4.270 -1.148 -0.701
F -3.142 7.664 6.467
C -3.622 6.426 6.252
F -3.529 5.772 7.438
C -2.845 5.675 5.171
F -1.557 5.484 5.544
F -3.392 4.427 5.062
C -2.873 6.297 3.759
O -1.737 7.087 3.383
C -1.737 8.448 3.756
F -2.944 8.786 4.247
F -1.595 9.147 2.606
C -0.586 8.795 4.706
F -0.655 8.083 5.851
F -0.631 10.103 5.055
H -4.682 6.502 5.996
H -2.851 5.457 3.058
H -3.814 6.808 3.544
H 0.380 8.592 4.238
F 2.516 0.466 3.221
C 1.908 1.516 2.640
F 2.899 2.348 2.226
C 0.964 2.250 3.593
F 1.644 2.782 4.637
F 0.434 3.308 2.913
C -0.224 1.426 4.132
O -0.082 0.861 5.442
C 0.558 -0.393 5.545
F 0.744 -0.912 4.318
F -0.326 -1.210 6.164
C 1.848 -0.326 6.368
F 2.745 0.519 5.818
F 2.441 -1.543 6.429
H 1.377 1.164 1.751
H -1.053 2.132 4.241
H -0.584 0.690 3.409
H 1.644 0.013 7.387
*
```

Orbital gap ... 9.6 eV
M ... 966.931 u
SMILES ... CCOCCOCB1OB(CC)OB(N=C=S)O1.FC(F)C(F)(F)COC(F)(F)C(F)F.FC(F)C(F)(F)COC(F)(F)C(F)F.FC(F)C(F)(F)COC(F)(F)C(F)F


| no. | E (hartree) |
| --- | --- |
| 1 | -2304.711684 |
| 2 | -1715.100437 |
| 3 | -1501.617922 |
| 4 | -4419.590234 |